C2H4N4OS in the gas phase at a distorted geometry. Source: the OMol25 dataset; level of theory: ωB97M-V/def2-TZVPD.

XYZ file:
```
12
Properties=species:S:1:pos:R:3:forces:R:3:nbo_charge:R:1
N 2.530051 0.150212 0.116900 0.5 0.0 -0.4 -0.6895
N 1.685362 -1.001947 -0.083995 0.4 -0.1 0.1 -0.3376
C 0.507059 -0.573193 -0.175617 -0.9 0.0 -0.1 0.3646
O -0.505608 -1.420158 -0.461943 0.6 0.1 -0.1 -0.3755
N -1.732246 -1.278524 0.253160 -0.4 1.0 0.1 -0.1606
C -2.188270 -0.075657 0.191063 0.5 -0.7 -0.2 0.2091
N -1.552668 0.995002 -0.374099 0.8 -1.0 0.0 -0.7636
S 0.170908 1.161073 -0.041748 -0.1 -0.2 0.0 0.4155
H 3.087853 -0.044656 0.947508 -0.1 0.0 -0.2 0.3693
H 3.188496 0.166302 -0.677892 -0.4 0.0 0.6 0.3675
H -3.171970 0.057222 0.599697 -0.3 0.1 0.2 0.1996
H -2.018965 1.864321 -0.293038 -0.4 0.7 0.1 0.4013
```
Forces are in eV/Å.

Computed properties:
Net charge   0
E_LUMO   0.38 eV
Kohn-Sham gap   9.30 eV
SMILES string   N/N=C1/ON=CNS1
Calculated total energy   -770.9424 a.u.
Energy relative to the best compared isomer or geometry (same formula, charge and spin)   60.0 kcal/mol
Highest occupied orbital energy   -8.92 eV